Record 1
Below is C33H34N5O4RuS4 as an isolated structure, with properties calculated with ωB97M-V/def2-TZVPD.

As for the spin multiplicity: 6. Its charge is 0. Its energy is -96334.482 eV. For the energy above the lowest of the compared OMol25 structures with the same formula, charge and spin, the calculation gives 0.0 kJ/mol. Its expectation value of S² is 8.77. For the orbital gap (alpha / beta), the calculation gives 6.603 / 6.547 eV.

Geometry as XYZ:
```
81
C33H34N5O4RuS4 | the OMol25 dataset | ωB97M-V/def2-TZVPD
Ru -0.611 0.892 2.310
S -0.178 4.837 4.557
C -0.405 3.458 3.710
S 0.007 3.268 2.022
S -1.047 1.982 4.421
C -2.828 -2.583 -2.709
O -1.722 -1.691 -2.678
C -0.595 -2.074 -3.331
C -0.521 -3.172 -4.179
C 0.670 -3.472 -4.829
C 1.798 -2.694 -4.632
C 1.734 -1.616 -3.761
C 0.554 -1.295 -3.109
N 0.496 -0.165 -2.259
C 0.209 -0.198 -0.915
N 0.087 -1.460 -0.408
C -0.776 -1.898 0.618
C -1.163 -1.121 1.706
C -2.035 -1.722 2.625
C -2.480 -3.030 2.498
C -2.059 -3.791 1.416
C -1.211 -3.225 0.486
O -0.799 -3.947 -0.627
C 0.280 -4.838 -0.357
N 0.072 0.872 -0.199
C 0.327 2.106 -0.852
C -0.699 3.009 -1.107
C -0.444 4.237 -1.697
C 0.851 4.587 -2.046
C 1.888 3.702 -1.798
C 1.633 2.475 -1.205
O 2.671 1.593 -1.007
C 3.193 1.644 0.321
H -3.572 -2.163 -2.037
H -2.536 -3.571 -2.350
H -3.249 -2.655 -3.715
H -1.392 -3.787 -4.350
H 0.706 -4.324 -5.496
H 2.724 -2.928 -5.138
H 2.608 -1.005 -3.567
H 0.941 0.677 -2.587
H 0.213 -2.182 -1.102
H -2.384 -1.145 3.477
H -3.149 -3.456 3.234
H -2.388 -4.813 1.276
H 0.541 -5.313 -1.301
H -0.013 -5.597 0.370
H 1.148 -4.292 0.027
H -1.704 2.748 -0.807
H -1.259 4.928 -1.871
H 1.055 5.547 -2.501
H 2.912 3.945 -2.055
H 3.821 0.763 0.452
H 2.383 1.638 1.050
H 3.792 2.548 0.462
S 3.602 -1.661 2.806
C 1.984 -1.169 2.494
N 1.646 0.005 2.909
C 2.716 0.624 3.560
C 2.703 1.896 4.135
C 3.859 2.361 4.723
C 5.026 1.586 4.750
C 5.054 0.327 4.189
C 3.885 -0.144 3.594
H 1.298 -1.820 1.972
H 1.809 2.498 4.119
H 3.860 3.345 5.172
H 5.918 1.980 5.220
H 5.952 -0.276 4.209
C -4.557 2.826 -0.228
N -3.902 1.577 -0.566
C -4.016 1.099 -1.929
C -3.115 0.953 0.317
O -2.896 1.356 1.456
H -5.639 2.728 -0.333
H -4.210 3.620 -0.894
H -4.312 3.082 0.799
H -5.041 0.794 -2.152
H -3.346 0.254 -2.079
H -3.728 1.888 -2.627
H -2.647 0.040 -0.074
```

Löwdin population analysis, charges in e, atoms 1 to 2: 1.089, 0.506



Record 2
Below is C33H35AuGeO2P2STe as an isolated structure, with properties calculated with ωB97M-V/def2-TZVPD.

Its charge is 0. Its energy is -135798.417 eV. For the energy above the lowest of the compared OMol25 structures with the same formula, charge and spin, the calculation gives 0.0 kJ/mol. For the orbital gap (alpha / beta), the calculation gives 6.238 / 6.201 eV.

Geometry as XYZ:
```
76
C33H35AuGeO2P2STe | the OMol25 dataset | ωB97M-V/def2-TZVPD
Au 0.438 2.517 0.862
O 1.660 0.643 0.041
P 1.682 -0.850 0.110
C 0.053 -1.571 0.424
P -1.310 -0.832 -0.528
O -1.536 0.612 -0.243
C -2.748 -1.841 -0.118
C -3.955 -1.159 0.017
C -5.113 -1.852 0.338
C -5.071 -3.225 0.530
C -3.869 -3.910 0.406
C -2.711 -3.220 0.086
C -0.907 -1.113 -2.261
C -1.103 -2.329 -2.912
C -0.794 -2.454 -4.257
C -0.295 -1.363 -4.958
C -0.102 -0.149 -4.315
C -0.410 -0.020 -2.968
C 2.291 -1.567 -1.423
C 2.967 -0.716 -2.293
C 3.507 -1.213 -3.470
C 3.374 -2.558 -3.782
C 2.697 -3.411 -2.920
C 2.158 -2.917 -1.743
C 2.744 -1.471 1.428
C 2.673 -0.818 2.661
C 3.491 -1.226 3.704
C 4.380 -2.277 3.526
C 4.458 -2.922 2.302
C 3.644 -2.519 1.253
H -0.182 -1.398 1.480
H 0.108 -2.646 0.233
H -3.968 -0.084 -0.113
H -6.047 -1.317 0.448
H -5.974 -3.765 0.782
H -3.834 -4.980 0.568
H -1.779 -3.767 0.005
H -1.506 -3.179 -2.374
H -0.952 -3.398 -4.763
H -0.065 -1.459 -6.011
H 0.283 0.701 -4.862
H -0.265 0.920 -2.450
H 3.052 0.334 -2.040
H 4.030 -0.549 -4.146
H 3.797 -2.945 -4.700
H 2.587 -4.459 -3.167
H 1.635 -3.594 -1.076
H 1.991 0.014 2.793
H 3.444 -0.714 4.656
H 5.021 -2.587 4.341
H 5.161 -3.732 2.158
H 3.726 -3.015 0.295
Te -0.953 1.261 2.760
C -0.084 1.953 4.542
C 0.813 1.308 5.350
C 1.122 2.028 6.540
C 0.450 3.210 6.617
S -0.552 3.440 5.253
H 1.227 0.343 5.102
H 1.802 1.677 7.303
H 0.493 3.950 7.400
C -3.000 3.833 0.245
Ge -1.527 4.726 -0.657
C -1.455 3.997 -2.462
C -1.856 6.648 -0.781
C 0.130 4.311 0.277
H -3.940 4.072 -0.256
H -3.071 4.118 1.294
H -2.828 2.756 0.196
H -2.366 4.290 -2.986
H -1.415 2.909 -2.405
H -0.593 4.357 -3.024
H -2.833 6.817 -1.238
H -1.102 7.133 -1.403
H -1.851 7.117 0.203
H 0.829 5.093 0.575
```

Löwdin population analysis, charges in e, atoms 1 to 2: 0.611, -0.453



Question: Which of these has the lowest energy?
Answer: C33H35AuGeO2P2STe